Computed, not measured: an isolated molecule of C5H9N in a non-equilibrium geometry, with wB97M-V/def2-TZVPD.

For the frontier orbital gap, the calculation gives 12.325 eV. The value obtained for the strongest force on any atom is 0.025 hartree/bohr.

The geometry in XYZ format:
```
15
Properties=species:S:1:pos:R:3:forces:R:3:lowdin_charge:R:1
C -0.575 1.358 -0.328 0.12 0.07 -0.12 -0.08
C -0.454 0.020 0.403 0.04 -0.03 0.07 -0.44
C -0.978 -1.142 -0.439 0.02 -0.03 -0.05 -0.08
C 1.002 -0.232 0.859 -0.16 0.01 0.18 -0.17
C 2.001 -0.089 -0.201 0.94 -0.01 -0.91 -0.24
N 2.819 0.011 -1.015 -0.98 -0.08 0.86 0.15
H -0.458 2.206 0.354 0.03 -0.12 -0.07 0.08
H -1.548 1.456 -0.821 0.10 -0.04 0.12 0.08
H 0.203 1.438 -1.102 -0.25 0.00 0.13 0.08
H -1.044 0.063 1.327 0.06 0.00 -0.12 0.13
H -0.437 -1.207 -1.390 -0.06 -0.01 0.09 0.09
H -2.043 -1.009 -0.659 0.19 0.01 0.00 0.08
H -0.863 -2.097 0.087 0.00 0.14 -0.09 0.08
H 1.099 -1.244 1.268 -0.02 0.12 0.00 0.12
H 1.274 0.467 1.656 -0.02 -0.04 -0.07 0.12
```
Positions in Å, forces in eV/Å.